Entry 1:
Molecular formula: C7H14Cl2N2
Method: DFT, ωB97M-V with the def2-TZVPD basis set

CARTESIAN COORDINATES (ANGSTROEM)
Cl -2.1139 1.1227 -0.6147
Cl -2.2265 -0.5605 1.6236
N -0.0823 0.8504 0.8364
N 0.1331 -1.2439 -0.9403
C 1.2041 1.9618 2.5826
C -1.6925 -2.0974 -2.1442
C -0.4593 -1.2834 -2.2624
C 0.3288 0.7712 2.2147
C 0.8884 0.9545 -0.1988
C 1.2433 -0.5006 -0.6612
C -1.1969 0.1461 0.4631
H 1.8295 1.5986 -0.0143
H -2.5226 -1.5256 -1.7711
H 0.8100 -0.2229 2.4778
H 1.9551 -0.3151 -1.4330
H 2.2642 1.7631 2.7502
H 1.7790 -1.0049 0.0020
H -2.0119 -2.7868 -3.0273
H 0.8866 2.7472 1.9464
H 0.8121 2.2575 3.5516
H 0.2439 -1.7859 -2.9524
H -1.3449 -2.7874 -1.3711
H -0.5797 -0.3457 -2.6766
H -0.6788 0.8860 2.7249
H 0.5313 1.4008 -1.1057

Forces on the atoms, in the same order (eV/Å):
-1.0 0.2 -1.4
0.1 -0.7 0.3
0.1 -0.4 0.2
-2.3 -0.6 0.7
-0.8 -0.9 1.6
-0.6 -2.4 -0.9
1.5 -1.2 0.3
-0.5 -0.7 0.9
2.0 0.4 -0.3
-0.8 2.5 -1.9
1.5 0.3 -1.5
-1.5 -1.2 0.6
-0.5 0.1 0.1
-0.6 1.0 -0.2
0.3 0.1 -1.5
-0.1 0.2 -0.7
2.4 -1.9 3.6
0.6 1.7 1.2
0.6 1.0 -0.8
0.3 0.2 0.4
0.1 0.0 0.3
-0.8 -0.3 0.1
-0.6 2.4 -1.0
1.6 -0.4 0.0
-0.9 0.4 -0.3

Results
Multiplicity = 1
Lowest unoccupied orbital energy (alpha / beta) = 0.00415 / 0.00444 hartree
Gap between HOMO and LUMO (alpha / beta) = 0.284 / 0.301 hartree

Entry 2:
Molecular formula: C4H7NO2
Method: DFT, ωB97M-V with the def2-TZVPD basis set

CARTESIAN COORDINATES (ANGSTROEM)
O 0.3764 2.0631 0.7526
O -1.5725 0.1911 0.1431
N -0.1896 -0.4063 -1.7553
C 0.3045 1.0727 1.4332
C 1.1258 -0.6340 -1.1901
C -1.2353 -0.0440 -1.1609
C -0.6857 -0.0494 1.2049
H -0.1455 -0.9982 1.1015
H 0.9801 0.9074 2.3015
H -2.1372 0.1311 -1.7477
H -1.3050 -0.1343 2.1070
H 1.5034 0.2393 -0.6469
H 1.1612 -1.5099 -0.5304
H 1.8193 -0.8285 -2.0126

Forces on the atoms, in the same order (eV/Å):
0.0 -0.5 0.3
0.0 -0.1 -0.1
-0.3 0.1 0.2
0.0 0.3 -0.2
0.2 -0.1 0.1
0.1 -0.1 -0.3
0.1 0.0 0.1
0.0 0.1 0.0
-0.1 0.1 -0.1
0.1 0.0 0.1
0.1 0.0 -0.1
0.0 -0.1 -0.1
0.0 0.1 -0.1
-0.1 0.0 0.1

Results
Multiplicity = 1
SMILES string = C/N=C\OCC=O
Lowest unoccupied orbital energy = 0.02790 hartree
Gap between HOMO and LUMO = 0.382 hartree

Entry 3:
Molecular formula: C16H63N3O16
Method: DFT, ωB97M-V with the def2-TZVPD basis set

CARTESIAN COORDINATES (ANGSTROEM)
O -16.9755 -1.2460 -2.3155
O -17.9138 0.4726 4.1435
O -10.5368 -2.7527 1.2287
O -16.0707 -0.8864 2.5714
O -18.3559 -3.8970 -1.2020
O -14.0348 0.6034 0.8927
O -20.8578 -1.9057 1.7640
O -12.1054 -3.6372 -5.4390
O -12.9882 -2.2343 -0.2325
O -16.0904 -4.4944 4.9806
O -13.5616 -1.5976 4.5398
O -13.1094 -4.7080 4.0256
O -15.9023 2.7695 1.7109
O -15.4427 -2.5468 0.2602
O -15.5822 -8.0711 1.6230
O -18.5825 1.3915 0.4753
N -17.6207 -6.6514 -0.8291
N -12.4314 -0.8352 -4.6488
N -21.5948 -4.6275 0.0290
C -15.8848 -3.0800 1.5001
C -11.3915 -3.8166 0.8577
C -21.3800 -4.4359 1.4466
C -14.1713 -7.9975 1.7049
C -13.9938 -1.5374 -3.1123
C -15.2956 -5.7534 -1.1975
C -12.3019 -4.9813 -5.8423
C -16.1881 -6.8866 1.1459
C -19.9606 -4.7375 1.7067
C -16.7512 -2.0553 2.2641
C -12.1316 -3.3379 -0.4239
C -16.1899 -6.8359 -0.4246
C -13.2769 -3.2252 -4.7350
C -12.8798 -2.0056 -3.8934
C -21.1276 -0.7746 2.5873
C -21.7914 -3.0418 2.0356
H -10.0608 -3.0466 2.0089
H -14.4379 -2.2710 -2.4394
H -20.6155 0.1657 2.3825
H -22.0511 -5.1856 1.8659
H -17.2616 -0.3328 -2.3385
H -12.5098 -1.4185 -0.3972
H -16.7678 2.5876 1.3447
H -20.6016 -0.8727 3.5370
H -17.5924 -1.6799 1.6813
H -10.7291 -4.6722 0.7267
H -13.7218 -4.0045 -4.1164
H -13.4805 -5.5595 4.2568
H -20.8941 -4.0759 -0.4453
H -13.9025 -2.7704 -5.5030
H -17.0112 -4.7554 4.9911
H -13.1602 0.3431 0.6035
H -12.9925 -5.0419 -6.6835
H -14.4243 -1.3682 4.1943
H -11.9360 -2.2115 -3.3885
H -17.2025 -2.4139 3.1892
H -13.8692 -4.1353 3.9216
H -15.4276 -4.7569 -0.7760
H -12.5542 -4.2220 -0.9014
H -19.8884 -4.9450 2.7743
H -11.3649 -3.0633 -1.1484
H -11.2925 -5.2946 -6.1089
H -19.2553 -3.9190 1.5627
H -14.8217 -1.2772 -3.7718
H -15.0545 -3.4087 2.1251
H -17.8055 0.5547 5.0910
H -19.5775 -5.6198 1.1940
H -22.1314 -0.4547 2.8669
H -15.3810 1.9978 1.4896
H -13.1259 -0.2790 -5.1268
H -15.8517 -7.8030 -0.7968
H -13.8064 -7.5440 0.7834
H -22.7591 -2.6515 1.7207
H -13.7750 -7.5539 2.6183
H -15.3370 -5.8266 -2.2843
H -16.7248 -0.1882 2.6516
H -18.3657 -7.0290 -0.2612
H -12.5385 -5.6415 -5.0078
H -13.7910 -9.0190 1.6918
H -18.7495 0.4783 0.7084
H -15.6748 -6.0153 1.5526
H -14.2854 -6.1178 -1.0111
H -12.0495 -4.0801 1.6858
H -13.0364 -1.7929 3.7637
H -15.9506 -4.0733 5.8288
H -21.9854 -3.0692 3.1079
H -22.4580 -4.2292 -0.3120
H -17.8124 -3.1220 -1.3439
H -16.7723 -1.4108 -1.3948
H -13.7037 -0.6761 -2.5105
H -18.9970 1.5004 -0.3806
H -17.1867 -6.8221 1.5780
H -11.7504 -1.2598 -5.2621
H -17.8532 -5.6701 -0.8841
H -18.7127 0.9631 3.9499
H -14.4397 -0.2099 1.1941
H -14.5056 -2.6466 0.0771
H -16.4778 -3.9917 1.4284
H -18.4634 -4.2777 -2.0737

Forces on the atoms, in the same order (eV/Å):
-0.3 -0.3 -0.2
-0.2 -0.1 -0.2
0.1 0.6 0.3
1.9 0.8 0.1
-0.4 0.1 0.3
0.1 0.2 -0.2
-0.9 -0.4 0.1
-0.9 -1.0 0.9
0.2 -0.6 0.2
0.2 0.0 -0.3
0.1 -0.3 0.3
0.5 -0.1 -0.3
-0.2 0.3 0.3
-2.1 -0.2 0.3
0.0 -0.1 0.7
0.2 0.2 0.2
0.5 0.4 -1.1
1.0 -0.7 -0.3
0.2 0.8 -1.0
-0.3 0.7 0.7
-0.1 0.6 -0.3
-1.3 1.2 -0.7
-0.2 -0.9 -0.7
-1.9 0.1 2.0
-0.1 -1.7 1.7
1.8 0.2 -0.2
1.3 0.3 -0.5
1.5 -0.5 1.8
-0.7 0.0 -0.5
2.2 -1.1 0.3
-2.0 0.8 -0.4
1.3 2.2 -0.5
1.1 0.2 -1.1
1.2 0.1 1.6
0.1 1.4 0.2
0.1 0.2 0.1
0.2 -0.1 0.1
0.0 -0.1 -1.8
0.1 0.1 0.8
-0.1 0.2 0.0
0.1 -0.1 -0.1
-0.3 -0.1 -0.2
-0.2 -0.9 0.7
-0.4 -0.9 -0.7
-0.4 -0.5 -0.8
-0.1 -0.1 -0.2
-0.2 -0.2 0.1
0.4 0.0 -0.4
-1.0 -0.6 0.1
-0.3 -0.1 -0.1
0.2 0.2 0.1
-0.1 -0.3 0.1
-0.4 0.3 -0.3
-0.3 -0.7 0.8
0.2 -0.9 0.0
-0.3 0.2 0.2
0.0 0.0 -0.4
-1.1 0.3 0.2
0.3 -0.2 0.3
0.3 0.2 0.1
-0.1 -0.3 -0.6
-0.3 0.2 -0.5
0.0 0.3 -0.1
0.4 0.3 0.1
0.2 0.0 0.2
-0.3 0.1 -0.2
-0.5 -0.7 -0.7
0.5 -0.3 -0.2
-0.2 -0.4 -0.2
-0.1 -0.2 0.2
0.4 0.4 0.2
-0.3 -0.5 -0.8
-0.2 0.6 0.0
-0.8 0.2 0.1
0.2 0.3 0.5
0.6 -0.6 0.4
-0.6 0.1 0.1
-0.1 -0.1 0.0
-0.1 -0.3 0.1
0.3 0.2 0.1
0.4 0.4 0.3
-0.5 0.1 -0.1
0.2 0.0 -0.2
0.2 0.2 0.2
0.7 -0.4 0.4
-0.5 -0.1 0.2
0.2 0.3 -0.2
0.6 0.0 0.5
-0.2 0.1 -0.1
-0.1 0.1 -0.2
-0.1 -0.4 -0.4
0.2 0.9 -0.8
0.4 0.1 0.1
-0.2 0.2 -0.1
-0.5 -0.5 0.3
0.5 0.2 0.3
-0.3 0.0 -0.6
-0.1 0.0 -0.4

Results
Multiplicity = 1
Lowest unoccupied orbital energy = 0.00062 hartree
Gap between HOMO and LUMO = 0.314 hartree

no.,E_tot (hartree)
1,-1304.853933
2,-361.794138
3,-2015.323634